(1)
ORCA calculation (the ωB97M-V functional and the def2-TZVPD basis) on Cl2O8Pb as an isolated structure in a non-equilibrium geometry.

Results
* relative energy (zero: lowest compared OMol25 entry of this formula, charge and spin): 8.002 eV
* gap between HOMO and LUMO: 2.21 eV
* multiplicity: 1

The geometry in XYZ format:
```
11
Properties=species:S:1:pos:R:3:forces:R:3
Pb -0.8452 0.4799 -0.0132 0.18 -0.11 -0.24
Cl -1.4838 0.0856 -5.7488 -1.91 -0.70 5.63
O -0.5512 0.0288 -4.6093 1.20 -0.15 0.46
O -2.4790 0.9893 -5.3170 -1.73 2.28 0.41
O -0.8299 0.6160 -6.8288 1.62 -0.29 -3.61
O -2.1536 -1.1764 -5.7232 0.86 -1.11 -2.17
Cl 1.6463 -0.1613 5.6281 5.62 -0.97 0.58
O 2.7287 -1.2570 5.6211 -2.32 2.10 -1.11
O 2.3579 1.0428 6.1157 -1.87 -1.20 -1.66
O 0.9348 -0.0511 4.3686 0.92 0.84 -1.24
O 0.6749 -0.5965 6.5068 -2.57 -0.69 2.96
```
Positions in Å, forces in eV/Å.

(2)
ORCA calculation (the ωB97M-V functional and the def2-TZVPD basis) on a 9-piece molecular cluster, C10H38N6O9 overall in a non-equilibrium geometry.

Results
* relative energy (zero: lowest compared OMol25 entry of this formula, charge and spin): 1.546 eV
* gap between HOMO and LUMO: 9.22 eV
* SMILES: NC(N)=O.NC(N)=O.NC(N)=O.CCO.CO.CO.CO.CO.CO
* multiplicity: 1

The geometry in XYZ format:
```
63
Properties=species:S:1:pos:R:3:forces:R:3
C -0.2740 1.9314 -0.7181 1.76 -0.98 0.74
C -1.3520 0.8694 -0.7431 -1.64 0.50 -0.01
O -0.8190 -0.4406 -0.7641 0.22 -1.36 0.45
H 0.2580 1.8004 0.2669 -0.36 0.27 -1.02
H -0.5670 2.9644 -0.7831 -0.78 0.23 0.19
H 0.5080 1.8594 -1.4951 -0.45 -0.45 0.06
H -1.9650 0.8334 -1.6301 -0.40 1.12 -0.47
H -2.0600 1.0324 0.1209 0.73 -0.37 -0.61
H -1.5440 -1.1136 -0.8691 1.01 1.19 0.23
C 3.7430 2.0214 0.5629 -0.46 8.19 -1.15
O 3.5870 3.4484 0.5949 0.80 -7.78 -0.20
N 2.9040 1.2044 1.1749 -2.77 0.23 3.82
N 4.5300 1.4004 -0.2731 2.74 -0.18 -2.47
H 2.1600 1.7924 1.6849 1.69 -1.38 0.01
H 3.2070 0.2764 1.5439 0.02 1.41 -0.16
H 4.9650 2.0194 -1.0031 -0.30 -1.16 1.40
H 4.6580 0.3344 -0.2591 -0.30 1.52 -0.12
C -2.3430 -3.0776 0.4469 -7.41 -0.49 4.25
O -3.6120 -3.5586 0.4719 4.98 1.65 -0.68
N -1.4980 -3.3056 -0.4541 5.21 -2.72 -6.32
N -1.8930 -2.2846 1.3659 -0.59 2.30 3.48
H -1.9060 -3.9686 -1.1051 0.79 -0.01 -0.35
H -0.4170 -3.1456 -0.4781 -3.18 -0.41 0.60
H -2.5910 -1.9736 2.0649 0.90 -0.28 -0.81
H -0.9610 -1.8316 1.3369 -0.76 -0.43 0.26
C 2.9440 -1.3746 -0.7701 4.77 -2.04 2.79
O 4.1860 -1.3966 -0.1791 -5.06 0.51 -3.11
N 1.9760 -0.6286 -0.3521 -1.42 3.61 1.51
N 2.4920 -2.2926 -1.6051 2.71 -3.51 -3.19
H 2.2630 0.2464 0.1399 -0.20 -0.42 -0.14
H 1.0430 -0.5056 -0.7271 -0.11 -0.74 -0.73
H 3.2380 -2.8576 -2.1461 -1.96 1.19 1.44
H 1.5540 -2.2846 -1.9931 0.52 0.36 0.11
C 0.6660 -0.4046 3.0239 -1.96 -0.10 -0.24
O 0.6660 -1.3736 1.9639 1.78 1.16 -0.46
H 1.5830 -0.1716 3.5219 1.18 0.06 -0.39
H 0.1040 -0.8916 3.8219 -0.42 0.30 -0.05
H 0.1580 0.5464 2.6959 0.46 -0.84 0.42
H 1.2870 -1.0456 1.2389 -1.04 -0.77 1.04
C -5.2330 0.7144 1.3069 -2.72 -3.43 -2.23
O -4.4460 -0.3336 0.7009 0.62 1.17 0.17
H -6.2730 0.2814 1.3319 0.63 0.58 0.42
H -5.3600 1.5944 0.7669 0.41 1.61 -1.45
H -4.9840 0.9794 2.2649 1.30 0.04 2.35
H -4.7000 -0.4826 -0.2371 -0.28 0.06 0.88
C -3.8330 -1.7406 -2.2701 -0.31 -0.02 0.22
O -4.8870 -2.0896 -1.4251 -0.96 0.76 0.44
H -3.9510 -2.3726 -3.1551 0.70 0.51 -0.26
H -2.9070 -1.8526 -1.7531 0.88 -0.98 -0.03
H -3.7630 -0.6666 -2.4511 -0.80 0.19 -0.72
H -4.5550 -2.5056 -0.6051 0.20 -0.44 -0.06
C 3.5900 0.4134 -3.5011 1.98 -2.54 0.97
O 2.7330 1.1574 -2.7891 -2.51 1.78 1.41
H 3.7340 -0.5876 -3.0711 0.12 0.05 0.10
H 4.5640 0.8254 -3.5761 1.23 0.73 -0.01
H 3.3030 0.1904 -4.4751 -1.19 0.16 -1.88
H 2.7500 0.9924 -1.8281 0.46 0.05 -0.91
C 0.3220 3.5374 2.2429 -0.97 1.70 0.32
O 1.5020 2.9674 2.7419 0.17 0.61 2.08
H -0.3470 4.0034 3.0009 0.83 -0.05 0.02
H -0.2910 2.7264 1.9249 -0.48 -0.38 -1.01
H 0.5260 4.3404 1.4829 -0.12 -1.11 0.40
H 1.6280 3.2564 3.6789 0.10 -0.43 -1.34
```
Positions in Å, forces in eV/Å.

(3)
ORCA calculation (the ωB97M-V functional and the def2-TZVPD basis) on one molecule with the formula C20H20FN3O3S.

Results
* relative energy (zero: lowest compared OMol25 entry of this formula, charge and spin): 0.141 eV
* gap between HOMO and LUMO: 8.47 eV
* SMILES: COc1ccccc1NC(=O)CSc1ncc(CO)n1Cc1ccc(F)cc1
* multiplicity: 1

The geometry in XYZ format:
```
48
Properties=species:S:1:pos:R:3:forces:R:3
C 3.7421 -2.1366 2.2531 0.20 -0.14 0.02
H 3.4417 -3.0901 1.8093 -0.01 0.03 0.01
O 2.7551 -1.1501 2.0659 -0.44 0.21 0.01
C 1.4880 -1.4104 2.5268 -0.15 0.07 0.07
C 1.1222 -2.5317 3.2507 0.23 0.12 -0.07
C -0.1952 -2.7036 3.6487 -0.12 -0.03 0.04
C -1.1492 -1.7582 3.3303 0.07 -0.13 0.05
C -0.7947 -0.6248 2.6165 -0.05 0.10 0.00
C 0.5179 -0.4387 2.2145 0.05 -0.05 0.09
N 0.9589 0.6829 1.5030 0.49 -0.46 0.13
C 0.2890 1.8356 1.2549 0.20 0.35 -0.09
O -0.8661 2.0491 1.5455 -0.18 0.02 0.15
C 1.1374 2.8621 0.5188 -0.27 -0.02 -0.35
H 2.1430 2.9461 0.9271 0.02 0.01 0.00
H 0.6296 3.8251 0.5066 0.07 -0.11 0.15
S 1.3181 2.3249 -1.2160 0.41 0.26 0.01
C -0.3680 2.4819 -1.6455 0.11 0.17 0.09
N -1.1296 3.4738 -1.2666 0.40 0.19 0.15
C -2.3615 3.1806 -1.7430 -0.08 -0.33 -0.25
C -2.3388 2.0013 -2.4410 -0.51 0.11 -0.20
N -1.0381 1.5521 -2.3710 -0.22 0.43 0.19
C -0.4584 0.3834 -2.9875 0.20 -0.39 -0.01
C -0.0602 -0.6742 -1.9859 0.04 -0.03 -0.08
C -1.0334 -1.3334 -1.2442 0.13 -0.02 -0.04
C -0.6850 -2.3501 -0.3740 0.17 -0.17 0.06
C 0.6477 -2.7010 -0.2650 -0.01 0.07 -0.14
C 1.6382 -2.0419 -0.9679 -0.03 -0.18 0.14
C 1.2745 -1.0209 -1.8267 -0.23 -0.09 -0.06
H 2.0358 -0.4972 -2.3849 0.08 0.04 -0.07
H 2.6698 -2.3332 -0.8508 0.11 -0.06 0.05
F 0.9969 -3.7314 0.5369 -0.01 0.04 -0.10
H -1.4275 -2.8771 0.2029 -0.06 -0.07 0.09
H -2.0720 -1.0659 -1.3693 -0.10 0.04 -0.02
H -1.1981 -0.0349 -3.6743 0.13 0.14 -0.01
H 0.4213 0.6960 -3.5599 -0.17 -0.10 -0.05
C -3.4554 1.2537 -3.0847 0.15 0.32 -0.08
H -4.2904 1.9481 -3.2461 0.17 -0.06 -0.07
O -3.8758 0.1430 -2.3133 -0.21 -0.41 0.18
H -4.1685 0.4635 -1.4520 0.06 0.03 -0.05
H -3.1599 0.8395 -4.0532 -0.10 0.10 0.06
H -3.1868 3.8389 -1.5605 -0.30 0.07 -0.03
H 1.9244 0.6139 1.2081 -0.18 0.11 -0.03
H -1.5282 0.1244 2.3727 0.00 0.04 -0.03
H -2.1747 -1.8947 3.6369 -0.10 0.00 0.04
H -0.4652 -3.5867 4.2073 -0.02 -0.08 0.05
H 1.8501 -3.2856 3.5022 0.11 -0.06 -0.02
H 3.9657 -2.2833 3.3143 -0.03 0.00 -0.04
H 4.6317 -1.7622 1.7480 -0.03 -0.08 0.05
```
Positions in Å, forces in eV/Å.

(4)
ORCA calculation (the ωB97M-V functional and the def2-TZVPD basis) on a 2-piece molecular cluster, C16H21NO5 overall in a non-equilibrium geometry.

Results
* relative energy (zero: lowest compared OMol25 entry of this formula, charge and spin): 17.019 eV
* gap between HOMO and LUMO: 9.22 eV
* multiplicity: 1

The geometry in XYZ format:
```
43
Properties=species:S:1:pos:R:3:forces:R:3
C -4.2766 -2.0530 -0.8909 -4.54 -5.73 -0.88
C -5.4968 -1.3452 -0.7300 -6.46 2.94 0.08
C -5.7039 -0.8757 0.7194 -5.77 -7.61 1.00
C -5.2350 0.3670 1.0956 -3.31 0.98 -2.16
H -5.4867 0.4472 2.0176 -2.64 1.35 6.31
H -5.7704 1.0929 0.5340 0.31 1.47 -0.81
O -3.9609 0.3040 1.1652 8.69 3.92 -4.60
C -3.3672 1.1967 -0.1043 -0.06 -0.54 1.82
O -4.0493 1.8786 -0.8364 1.55 -2.23 2.18
C -1.8275 1.0287 -0.0364 -6.87 6.43 -8.53
C -1.2097 0.4703 0.8736 3.53 -4.62 4.64
C 0.1221 0.2904 0.6734 5.18 -5.23 4.51
C 0.9203 0.7543 -0.3009 -4.21 4.83 1.01
C 0.2107 1.8268 -1.0423 -3.32 -4.78 1.76
C -1.1940 1.7890 -1.1264 4.77 -4.02 5.74
H -1.8226 2.3895 -1.5523 -2.96 3.50 -3.35
H 0.7692 2.1367 -1.7717 2.98 3.07 -4.08
O 2.2267 0.8330 -0.2990 3.10 -0.07 -2.67
C 3.2261 0.8346 0.6051 -11.11 -1.37 9.96
O 2.7652 0.7377 1.9469 3.34 0.89 -6.58
N 4.3532 0.6608 0.1488 0.68 0.83 16.75
C 4.7095 0.6787 -0.9845 6.99 -3.49 -15.49
H 3.9649 0.7968 -1.7467 -0.65 -0.28 -0.16
C 5.4659 -0.7134 -1.1870 3.34 1.85 -7.02
H 5.9606 -0.6418 -2.6025 -1.60 -0.28 4.10
O 6.6800 -0.9142 -0.4686 -2.96 -0.07 0.72
C 6.1612 -1.0747 0.8768 3.17 7.90 -0.01
H 7.0732 -0.8658 1.4687 -0.74 -1.78 0.44
C 5.3939 0.4128 1.2993 4.57 0.80 -6.83
H 5.0863 0.4135 2.2642 -1.72 0.23 2.45
H 6.2127 1.3718 1.0365 -2.11 -3.00 1.12
H 5.4097 -1.7352 0.9405 -1.92 -3.25 0.78
H 4.8291 -1.5383 -1.2193 -1.05 -1.58 0.45
H 5.5151 1.2688 -1.3550 0.77 1.79 0.57
H 0.7437 -0.4906 1.4691 -2.01 2.52 -2.14
H -1.6367 -0.0961 1.6408 -0.88 -0.32 1.15
H -6.9046 -0.9209 0.7942 2.37 0.49 0.28
H -5.4158 -1.7104 1.6502 -0.40 1.89 -2.91
H -6.4824 -1.9452 -1.0313 2.30 0.72 0.58
H -5.8102 -0.3023 -1.2401 1.63 -2.14 0.12
H -4.1412 -2.3648 -1.8724 0.41 -1.03 -1.79
H -4.4281 -2.9113 -0.1738 0.95 0.55 -0.90
H -3.5797 -1.4817 -0.6482 6.64 4.48 2.43
```
Positions in Å, forces in eV/Å.